Record 1
{
  "formula": "C5H14",
  "method": "ωB97M-V/def2-TZVPD",
  "homo_lumo_gap_ev": 12.37,
  "max_force_ha_per_bohr": 0.015,
  "smiles": "CCC.CC",
  "energy_ev": -5411.7874,
  "relative_energy_ev": 0.262,
  "symbols": ["C", "C", "C", "H", "H", "H", "H", "H", "H", "H", "H", "C", "C", "H", "H", "H", "H", "H", "H"],
  "positions_angstrom": [[-0.57146, 2.61644, -0.60364], [-0.78310, 1.13839, -0.93750], [-0.21213, 0.72206, -2.29836], [-1.16021, 3.24688, -1.26479], [-0.79183, 2.79785, 0.44696], [0.48000, 2.84240, -0.76787], [-1.81754, 0.80985, -0.86203], [-0.27508, 0.54149, -0.17879], [0.79869, 0.32855, -2.19929], [-0.19597, 1.53078, -3.03364], [-0.78616, -0.11299, -2.69021], [1.18756, -1.87646, 1.25048], [0.16149, -2.25708, 2.34266], [2.11955, -1.52146, 1.69480], [1.35922, -2.70519, 0.56601], [0.80046, -1.05242, 0.64659], [-0.25640, -3.25054, 2.17233], [0.60519, -2.25645, 3.33754], [-0.66228, -1.54211, 2.37875]],
  "nbo_charge": [-0.602, -0.394, -0.612, 0.202, 0.208, 0.200, 0.194, 0.190, 0.204, 0.203, 0.208, -0.613, -0.614, 0.206, 0.207, 0.200, 0.205, 0.204, 0.204]
}


Record 2
{
  "formula": "C6H7NS",
  "method": "ωB97M-V/def2-TZVPD",
  "homo_lumo_gap_ev": 9.98,
  "max_force_ha_per_bohr": 0.085,
  "smiles": "C#C[C@@]1(C)CSC=N1",
  "energy_ev": -18657.7205,
  "relative_energy_ev": 3.029,
  "symbols": ["C", "C", "C", "C", "C", "S", "C", "N", "H", "H", "H", "H", "H", "H", "H"],
  "positions_angstrom": [[-0.08162, 1.92344, 1.86228], [0.14215, 0.99728, 1.13678], [0.29712, 0.04654, 0.02394], [-0.26516, -1.39886, 0.36327], [-0.50912, 0.61885, -1.20950], [0.72466, 1.66726, -2.00834], [1.97014, 0.68614, -1.33944], [1.73196, -0.07126, -0.38451], [-0.24246, 2.66978, 2.47329], [-0.80454, -1.88901, -0.47328], [-0.84264, -1.43462, 1.38813], [0.77330, -1.97383, 0.57252], [-0.72899, -0.23667, -1.78183], [-1.36796, 1.09668, -0.75586], [2.98009, 0.83544, -1.74583]],
  "nbo_charge": [-0.190, -0.017, 0.000, -0.621, -0.526, 0.244, -0.058, -0.414, 0.208, 0.217, 0.233, 0.245, 0.214, 0.251, 0.213]
}


Record 3
{
  "formula": "C3HNO",
  "method": "ωB97M-V/def2-TZVPD",
  "homo_lumo_gap_ev": [6.69, 6.51],
  "max_force_ha_per_bohr": 0.149,
  "energy_ev": -6650.8515,
  "relative_energy_ev": 12.156,
  "symbols": ["C", "C", "C", "N", "O", "H"],
  "positions_angstrom": [[-0.54186, 1.26137, -0.11748], [-1.59658, 1.90552, -0.05608], [-0.03321, 0.48076, -1.19457], [0.11730, -0.42221, -0.23335], [0.78463, -1.35945, 0.24591], [1.26972, -1.86600, 1.35556]],
  "nbo_charge": [-0.479, 0.124, 0.196, 0.053, -0.504, 0.610]
}


Record 4
{
  "formula": "C4H6ClN2P",
  "method": "ωB97M-V/def2-TZVPD",
  "homo_lumo_gap_ev": 8.25,
  "max_force_ha_per_bohr": 0.113,
  "smiles": "Cc1nn(C)pc1Cl",
  "energy_ev": -29033.6790,
  "relative_energy_ev": 2.125,
  "symbols": ["C", "C", "N", "N", "C", "P", "C", "Cl", "H", "H", "H", "H", "H", "H"],
  "positions_angstrom": [[0.86162, -2.31647, 0.17834], [0.56559, -0.98399, -0.52841], [-0.15464, 0.00020, -0.10408], [-0.28277, 1.01784, -0.82933], [-0.73898, 2.32149, -0.42596], [1.10772, 0.81812, -2.49023], [1.38915, -0.65094, -1.68844], [2.52665, -1.71636, -2.41293], [-0.05466, -2.48498, 0.76971], [1.78841, -2.22183, 0.56938], [0.94087, -2.98937, -0.56043], [-1.47468, 2.13053, 0.48568], [0.01105, 2.93926, -0.02607], [-1.24863, 2.69386, -1.42350]],
  "nbo_charge": [-0.619, 0.076, -0.181, -0.294, -0.417, 0.606, -0.510, 0.035, 0.233, 0.220, 0.214, 0.212, 0.204, 0.221]
}


Record 5
{
  "formula": "C2H4ClFO2",
  "method": "ωB97M-V/def2-TZVPD",
  "homo_lumo_gap_ev": 11.86,
  "max_force_ha_per_bohr": 0.075,
  "smiles": "O[C@@H](Cl)OCF",
  "energy_ev": -21472.3190,
  "relative_energy_ev": 1.340,
  "symbols": ["O", "C", "Cl", "O", "C", "F", "H", "H", "H", "H"],
  "positions_angstrom": [[-1.05956, 1.61937, -0.56382], [-1.19645, 0.59564, 0.34072], [-2.16409, -0.76866, -0.18853], [0.31976, -0.06299, 0.83988], [0.85383, -0.62306, -0.24824], [1.47473, 0.36767, -1.07444], [-0.66298, 1.44946, -1.44777], [-1.56042, 0.88755, 1.38234], [0.14894, -1.07577, -0.89733], [1.66026, -1.40040, 0.06072]],
  "nbo_charge": [-0.685, 0.326, -0.021, -0.538, 0.302, -0.416, 0.520, 0.222, 0.134, 0.157]
}


Record 6
{
  "formula": "C2H2F2P",
  "method": "ωB97M-V/def2-TZVPD",
  "homo_lumo_gap_ev": 8.89,
  "max_force_ha_per_bohr": 0.047,
  "energy_ev": -16819.6144,
  "total_charge": 1,
  "relative_energy_ev": 1.578,
  "symbols": ["C", "C", "F", "F", "P", "H", "H"],
  "positions_angstrom": [[0.94122, 0.34798, -0.52266], [1.00632, 0.28446, -1.74785], [-0.57837, 1.56799, 0.94243], [-1.29702, -1.48879, 1.75866], [0.77247, 0.78180, 1.13617], [-1.94906, -1.84010, 1.23019], [1.10443, 0.34665, -2.79693]],
  "nbo_charge": [-0.680, 0.214, -0.503, -0.569, 1.685, 0.577, 0.276]
}